# 1
{"formula": "C25H17Cl5N3O4OsS2", "method": "ωB97M-V/def2-TZVPD", "e_tot_ha": -4615.65078, "homo_ha": [-0.4088, -0.4085], "fmax_ev_per_a": 4.60, "total_charge": 1, "orbital_gap_ev": [5.88, 5.87], "lumo_ev": [-5.247, -5.250], "species": ["Os", "Cl", "Cl", "Cl", "Cl", "Cl", "S", "S", "O", "O", "O", "O", "N", "N", "N", "C", "C", "C", "C", "C", "C", "C", "C", "C", "C", "C", "C", "C", "C", "C", "C", "C", "C", "C", "C", "C", "C", "C", "C", "C", "H", "H", "H", "H", "H", "H", "H", "H", "H", "H", "H", "H", "H", "H", "H", "H", "H"], "xyz": [[-1.655, 0.854, 0.534], [1.199, 3.303, -1.793], [-4.667, 1.720, 0.047], [-5.635, 4.443, -1.311], [-0.488, 5.915, -1.786], [-3.467, 6.473, -2.246], [0.245, 0.615, 2.361], [-1.507, -5.104, -1.088], [0.182, 5.165, 0.843], [-0.642, -0.515, 2.023], [-0.270, 2.694, -1.111], [0.720, 0.748, 3.693], [-2.059, -0.606, -0.819], [1.811, -4.630, 1.977], [-0.726, 1.865, 1.888], [-0.161, -5.020, 0.114], [2.777, -0.969, -0.307], [-0.493, -4.739, 1.431], [2.121, -4.962, 0.740], [1.812, -0.787, 0.664], [-2.993, -2.811, -0.847], [-1.742, -3.356, -1.127], [-0.440, 3.244, 2.097], [-0.895, -1.126, -1.261], [-3.987, 4.144, -1.026], [-0.396, 4.121, 0.838], [-1.164, 3.609, -0.449], [3.314, 1.361, -0.217], [-3.560, 2.951, -0.423], [0.546, -4.548, 2.333], [-0.685, -2.479, -1.392], [4.526, -0.100, -1.875], [-2.259, 2.629, -0.166], [-1.639, 4.793, -1.236], [1.589, 0.478, 1.183], [-3.104, -1.446, -0.683], [-2.984, 5.049, -1.431], [1.165, -5.176, -0.248], [3.520, 0.107, -0.790], [2.366, 1.549, 0.777], [3.900, 2.206, -0.545], [5.492, -0.346, -1.436], [-3.845, -3.456, -0.687], [1.227, -1.615, 1.034], [2.964, -1.962, -0.692], [1.446, -5.455, -1.252], [0.353, -4.307, 3.369], [0.291, -2.846, -1.675], [-1.235, 3.693, 2.719], [3.177, -5.044, 0.525], [-4.050, -0.999, -0.402], [4.243, -0.926, -2.524], [4.652, 0.795, -2.478], [-0.107, -0.413, -1.488], [0.500, 3.372, 2.649], [2.238, 2.519, 1.229], [-1.523, -4.673, 1.744]]}


# 2
{"formula": "C25H17ClIN3O3RhS", "method": "ωB97M-V/def2-TZVPD", "e_tot_ha": -2619.12975, "multiplicity": 5, "homo_ha": [-0.3766, -0.3839], "fmax_ev_per_a": 4.94, "total_charge": 1, "e_above_lowest_kcal_mol": 27.1, "orbital_gap_ev": [6.52, 4.32], "lumo_ev": [-3.724, -6.130], "species": ["I", "Rh", "Cl", "S", "O", "O", "O", "N", "N", "N", "C", "C", "C", "C", "C", "C", "C", "C", "C", "C", "C", "C", "C", "C", "C", "C", "C", "C", "C", "C", "C", "C", "C", "C", "C", "H", "H", "H", "H", "H", "H", "H", "H", "H", "H", "H", "H", "H", "H", "H", "H", "H"], "xyz": [[-3.559, 2.398, 4.265], [-1.182, 1.934, -0.163], [1.832, 3.218, 5.830], [0.596, -0.931, 0.078], [0.531, -0.421, 1.426], [-1.969, 2.561, 1.499], [1.816, -0.707, -0.702], [0.579, 2.626, 0.890], [-0.557, 0.042, -0.788], [-0.878, 2.169, -2.051], [-0.856, 2.407, -4.883], [-0.763, -0.205, -2.145], [-0.782, -1.403, -2.894], [0.219, 2.784, 2.206], [-1.065, -4.380, 1.303], [-0.058, -5.328, 1.035], [2.832, 3.293, 1.490], [-0.816, 1.108, -4.291], [1.079, -4.876, 0.369], [-0.186, -6.840, 1.350], [0.745, 3.187, 4.524], [-0.721, -1.318, -4.288], [-1.156, 2.644, 2.531], [0.234, -2.652, 0.324], [-0.747, 3.397, -2.628], [-0.653, -0.116, -4.970], [1.848, 2.837, 0.540], [1.212, -3.548, -0.054], [-0.943, 1.058, -2.831], [-1.589, 2.775, 3.845], [-0.646, 3.212, 4.804], [-0.960, -3.034, 0.954], [2.563, 3.230, 2.836], [1.209, 3.025, 3.198], [-0.841, 3.536, -4.004], [2.104, 2.581, -0.500], [-0.319, -0.154, -5.992], [-1.062, 3.540, 5.789], [-0.141, -7.029, 2.445], [3.404, 3.361, 3.552], [-0.971, 2.536, -5.943], [-0.803, 4.581, -4.424], [0.635, -7.351, 0.822], [-1.144, -7.251, 0.922], [-0.736, -2.225, -4.863], [2.102, -3.291, -0.585], [-1.842, -4.701, 1.992], [-0.686, -2.360, -2.358], [1.839, -5.603, 0.102], [-1.677, -2.299, 1.297], [-0.812, 4.236, -1.928], [3.742, 3.747, 1.064]]}


# 3
{"formula": "C25H17N2O8ReS3", "method": "ωB97M-V/def2-TZVPD", "e_tot_ha": -2947.22687, "multiplicity": 4, "homo_ha": [-0.1961, -0.1694], "fmax_ev_per_a": 5.27, "total_charge": -1, "e_above_lowest_kcal_mol": 31.7, "orbital_gap_ev": [7.52, 6.13], "lumo_ev": [2.183, 1.525], "species": ["Re", "S", "S", "S", "O", "O", "O", "O", "O", "O", "O", "O", "N", "N", "C", "C", "C", "C", "C", "C", "C", "C", "C", "C", "C", "C", "C", "C", "C", "C", "C", "C", "C", "C", "C", "C", "C", "C", "C", "H", "H", "H", "H", "H", "H", "H", "H", "H", "H", "H", "H", "H", "H", "H", "H", "H"], "xyz": [[-0.492, 0.588, 0.606], [0.550, -3.070, -0.434], [-1.897, 2.988, 2.197], [0.238, 2.936, -0.311], [-3.189, 3.206, 2.810], [-2.002, 1.854, 1.234], [2.942, 0.308, 0.076], [1.037, -0.813, -0.212], [-0.607, 1.958, -1.032], [-0.799, 2.881, 3.122], [1.268, 3.492, -1.150], [0.696, 2.385, 0.952], [-1.024, -1.387, 2.719], [-0.326, -0.366, 2.356], [-0.661, 5.480, -0.755], [2.332, -0.738, -0.079], [-3.293, -3.434, 0.717], [-2.599, -2.991, 1.819], [4.402, -2.137, 0.046], [-1.719, -1.099, 0.486], [1.730, 0.740, 3.042], [2.499, 1.307, 4.040], [0.047, 0.201, 4.679], [2.915, -4.444, -0.377], [2.064, 1.310, 5.354], [3.025, -2.051, -0.116], [-1.644, 4.425, 1.151], [-3.220, -2.735, -0.490], [0.835, 0.754, 5.668], [-2.450, -1.595, -0.598], [4.283, -4.512, -0.230], [2.259, -3.209, -0.307], [-2.358, 5.579, 1.426], [0.491, 0.187, 3.358], [-1.381, 6.633, -0.494], [-2.231, 6.684, 0.602], [-0.798, 4.371, 0.068], [-1.809, -1.841, 1.706], [5.034, -3.362, -0.008], [-3.006, 5.574, 2.287], [-0.928, -0.203, 4.900], [-2.638, -3.515, 2.760], [3.445, 1.757, 3.781], [0.477, 0.763, 6.687], [2.102, 0.724, 2.031], [6.105, -3.432, 0.116], [-3.775, -3.099, -1.345], [0.022, 5.406, -1.588], [2.333, -5.340, -0.536], [4.955, -1.226, 0.216], [-3.893, -4.331, 0.770], [-2.790, 7.583, 0.816], [-2.393, -1.065, -1.537], [4.780, -5.471, -0.278], [-1.281, 7.490, -1.141], [2.675, 1.747, 6.131]]}


# 4
{"formula": "C25H17N8O7W", "method": "ωB97M-V/def2-TZVPD", "e_tot_ha": -1994.53340, "multiplicity": 3, "homo_ha": [-0.3946, -0.3946], "fmax_ev_per_a": 0.53, "total_charge": 1, "e_above_lowest_kcal_mol": 0.5, "orbital_gap_ev": [6.37, 6.33], "lumo_ev": [-4.370, -4.408], "species": ["W", "O", "O", "O", "O", "O", "O", "O", "N", "N", "N", "N", "N", "N", "N", "N", "C", "C", "C", "C", "C", "C", "C", "C", "C", "C", "C", "C", "C", "C", "C", "C", "C", "C", "C", "C", "C", "C", "C", "C", "C", "H", "H", "H", "H", "H", "H", "H", "H", "H", "H", "H", "H", "H", "H", "H", "H", "H"], "xyz": [[1.720, -0.523, -0.996], [2.298, -0.028, 0.754], [-4.930, 2.397, 1.119], [2.659, -2.183, -1.357], [0.751, -1.007, -2.848], [7.132, -0.784, -4.729], [4.238, -3.274, -2.536], [7.169, -1.919, -2.822], [0.106, -1.282, 0.209], [3.488, 0.093, -2.058], [-3.236, 1.507, -3.446], [-2.441, -0.757, 4.962], [-1.265, -1.138, 4.921], [4.059, 1.237, -2.432], [-0.986, -1.267, -4.254], [0.999, 1.549, -1.399], [0.801, -0.185, 4.116], [-4.326, 3.561, 0.577], [6.637, -1.120, -3.523], [-2.174, 1.166, -3.163], [-1.767, -2.037, 2.122], [-4.905, 0.588, 2.579], [0.032, 1.280, -2.015], [0.279, -0.944, 1.525], [-0.350, -0.563, -3.326], [1.472, -0.262, 1.818], [-2.981, 2.045, 2.523], [-1.917, -2.391, 0.802], [-2.999, 0.112, 3.960], [3.775, -2.262, -2.131], [-4.297, -0.180, 3.547], [5.228, 1.004, -3.052], [4.294, -0.891, -2.437], [-0.385, -0.814, 3.842], [-0.654, -1.270, 2.519], [1.736, 0.109, 3.103], [5.421, -0.366, -3.081], [-2.360, 1.241, 3.471], [-0.965, -1.983, -0.133], [-0.890, 0.671, -2.834], [-4.248, 1.703, 2.053], [-1.820, -0.913, -4.696], [2.662, 0.617, 3.339], [-4.814, -1.021, 3.992], [1.009, 0.107, 5.137], [6.517, -0.228, -5.223], [-2.760, -2.981, 0.476], [-1.061, -2.245, -1.179], [-4.150, 4.309, 1.354], [-2.478, 2.936, 2.176], [-0.590, -2.139, -4.566], [5.852, 1.811, -3.399], [-2.490, -2.361, 2.857], [3.610, 2.117, -2.224], [-5.905, 0.367, 2.231], [-5.030, 3.952, -0.150], [-3.384, 3.319, 0.078], [-1.385, 1.522, 3.846]]}